16 unconnected molecules or ions with the total composition C88H186F21N9O18 in a non-equilibrium geometry. Source: the OMol25 dataset; level of theory: wB97M-V/def2-TZVPD.

Geometry (Å):
C -2.996 9.436 34.218
C -3.284 8.857 32.813
C -3.180 9.874 31.771
C -3.522 9.205 30.438
N -3.944 10.088 29.233
C -4.987 11.191 29.446
C -5.512 11.369 28.017
C -5.335 10.078 27.210
C -4.685 9.191 28.231
C -2.656 10.764 28.722
H -3.748 10.080 34.674
H -2.056 9.984 34.169
H -2.896 8.684 35.001
H -4.241 8.338 32.879
H -2.506 8.118 32.619
H -2.215 10.381 31.784
H -3.995 10.583 31.912
H -4.400 8.603 30.673
H -2.775 8.500 30.075
H -4.560 12.080 29.910
H -5.705 10.734 30.128
H -4.846 12.092 27.545
H -6.506 11.816 28.022
H -4.599 10.067 26.406
H -6.318 9.659 26.995
H -4.077 8.354 27.889
H -5.502 8.699 28.758
H -2.377 11.478 29.498
H -2.822 11.356 27.822
H -1.897 9.991 28.603
C -7.952 18.692 25.673
C -8.352 18.653 27.240
C -9.868 18.138 27.557
C -10.029 16.632 27.158
N -11.449 16.024 27.372
C -11.402 14.473 27.172
C -11.411 14.330 25.633
C -12.438 15.352 25.203
C -12.488 16.395 26.293
C -12.021 16.400 28.781
H -7.131 19.382 25.481
H -8.853 19.149 25.262
H -7.699 17.685 25.339
H -8.231 19.698 27.526
H -7.651 18.038 27.804
H -10.569 18.774 27.016
H -9.940 18.154 28.644
H -9.316 16.020 27.711
H -9.802 16.526 26.097
H -12.265 14.043 27.680
H -10.517 13.999 27.597
H -11.707 13.337 25.295
H -10.420 14.514 25.219
H -13.427 14.948 24.987
H -12.122 15.712 24.223
H -13.467 16.585 26.733
H -12.142 17.329 25.850
H -12.195 17.464 28.620
H -11.334 16.013 29.534
H -13.020 16.003 28.959
C -9.075 9.904 26.565
C -10.517 10.180 26.940
C -10.867 9.306 28.157
C -12.439 9.216 28.300
N -12.974 8.733 29.669
C -14.486 8.545 29.535
C -15.167 9.877 29.731
C -14.129 10.802 30.379
C -12.934 9.873 30.775
C -12.340 7.423 30.109
H -8.990 8.895 26.162
H -8.427 10.075 27.425
H -8.758 10.655 25.842
H -11.085 10.013 26.025
H -10.671 11.251 27.073
H -10.431 9.811 29.019
H -10.447 8.309 28.024
H -12.832 8.565 27.519
H -12.876 10.206 28.166
H -14.811 7.839 30.299
H -14.757 8.013 28.623
H -16.031 9.760 30.385
H -15.449 10.266 28.753
H -14.635 11.277 31.220
H -13.691 11.587 29.763
H -13.277 9.449 31.718
H -11.946 10.305 30.930
H -11.353 7.773 30.411
H -12.242 6.806 29.216
H -12.867 6.893 30.903
C -12.781 11.083 41.795
C -12.205 10.148 40.755
C -12.851 10.095 39.402
C -12.349 8.961 38.406
N -12.824 9.174 36.894
C -12.591 7.860 36.104
C -12.229 8.243 34.693
C -11.366 9.445 34.821
C -11.989 10.127 35.986
C -14.322 9.616 36.803
H -12.707 12.079 41.357
H -12.223 11.121 42.730
H -13.779 10.745 42.072
H -12.187 9.123 41.126
H -11.154 10.375 40.578
H -12.726 11.023 38.844
H -13.925 9.978 39.551
H -12.693 7.991 38.764
H -11.261 8.899 38.434
H -13.404 7.150 36.258
H -11.711 7.403 36.557
H -13.146 8.470 34.150
H -11.631 7.544 34.108
H -11.375 10.010 33.889
H -10.343 9.135 35.032
H -12.695 10.882 35.639
H -11.157 10.480 36.594
H -14.549 9.552 35.739
H -14.507 10.544 37.344
H -14.859 8.865 37.383
C -11.477 5.725 20.652
C -10.330 6.668 20.378
C -10.454 8.026 21.149
C -11.680 8.821 20.813
N -11.963 9.791 21.942
C -12.331 9.209 23.366
C -13.350 10.126 24.094
C -13.633 11.215 23.046
C -13.203 10.681 21.682
C -10.806 10.814 22.125
H -11.377 4.844 20.017
H -12.454 6.076 20.319
H -11.527 5.240 21.627
H -10.278 6.949 19.326
H -9.354 6.280 20.671
H -9.595 8.565 20.749
H -10.404 7.670 22.178
H -12.615 8.278 20.677
H -11.654 9.414 19.898
H -11.467 8.899 23.953
H -12.834 8.302 23.029
H -12.947 10.479 25.044
H -14.252 9.564 24.337
H -13.175 12.188 23.221
H -14.691 11.472 23.007
H -12.858 11.432 20.970
H -14.018 10.156 21.184
H -9.885 10.297 22.395
H -11.050 11.600 22.839
H -10.670 11.209 21.118
C -17.512 11.063 25.014
C -16.844 9.753 25.434
O -15.971 9.731 26.294
N -17.561 8.531 24.940
H -18.541 8.709 25.106
H -17.460 8.510 23.936
C -17.331 7.166 25.619
H -18.597 10.991 25.091
H -17.150 11.377 24.035
H -17.254 11.903 25.658
H -16.304 6.830 25.478
H -18.137 6.488 25.339
H -17.345 7.336 26.695
C -9.555 4.473 29.952
C -8.314 5.068 29.310
C -8.694 6.384 28.517
O -7.649 7.113 27.982
C -6.776 6.429 27.126
N -7.211 5.251 30.381
H -7.436 5.854 31.159
H -6.888 4.401 30.821
H -6.306 5.486 29.998
H -9.212 3.445 30.067
H -10.423 4.627 29.310
H -9.827 4.980 30.878
H -7.845 4.378 28.608
H -9.153 7.076 29.223
H -9.412 6.150 27.731
H -6.099 5.791 27.695
H -6.224 7.216 26.612
H -7.231 5.813 26.351
C -13.418 13.011 33.159
C -13.819 14.357 32.648
C -15.139 14.837 33.210
O -15.479 16.009 32.502
C -16.825 16.418 32.668
N -12.731 15.437 32.972
H -12.898 16.355 32.584
H -12.564 15.604 33.954
H -11.873 15.108 32.552
H -12.568 12.664 32.573
H -14.247 12.320 33.009
H -13.091 12.928 34.196
H -13.815 14.352 31.558
H -15.151 15.122 34.262
H -15.907 14.102 32.967
H -17.286 16.237 33.640
H -17.416 15.776 32.014
H -16.861 17.442 32.296
C -4.242 12.585 21.989
C -4.659 13.425 23.212
C -6.069 14.039 23.043
O -7.072 13.220 23.679
C -7.654 12.149 22.921
N -4.650 12.450 24.402
H -4.689 11.452 24.251
H -3.795 12.693 24.883
H -5.460 12.575 24.993
H -4.919 11.748 21.823
H -3.219 12.213 22.041
H -4.335 13.209 21.100
H -3.934 14.197 23.471
H -6.278 14.183 21.983
H -6.034 15.056 23.434
H -8.596 11.871 23.393
H -7.093 11.224 23.052
H -7.813 12.382 21.868
C -9.110 13.936 31.492
O -8.484 14.872 30.565
O -10.072 14.682 32.223
C -9.500 12.595 30.704
F -10.206 12.747 29.625
F -8.348 12.002 30.352
F -10.225 11.786 31.506
C -7.086 14.822 30.404
C -6.748 15.887 29.402
H -7.399 16.737 29.607
H -5.719 16.226 29.527
H -6.983 15.607 28.375
H -6.623 13.893 30.072
H -6.667 15.254 31.312
H -8.412 13.528 32.223
C -16.328 7.852 33.765
O -17.275 6.767 34.107
O -15.307 7.378 32.907
C -17.002 9.161 33.340
F -17.436 9.154 32.065
F -18.072 9.500 34.105
F -16.261 10.237 33.377
C -17.626 6.662 35.513
C -18.433 5.409 35.933
H -18.513 5.338 37.017
H -19.338 5.187 35.367
H -17.732 4.610 35.691
H -18.311 7.463 35.791
H -16.805 6.660 36.231
H -15.875 8.021 34.742
C -14.718 2.849 27.300
O -13.776 3.668 26.585
O -14.769 1.670 26.516
C -14.541 2.622 28.831
F -14.636 3.797 29.483
F -15.508 1.862 29.476
F -13.381 2.026 29.132
C -13.765 5.060 26.708
C -12.862 5.530 25.509
H -11.849 5.149 25.634
H -13.212 4.982 24.634
H -12.859 6.593 25.268
H -13.313 5.492 27.601
H -14.698 5.518 26.379
H -15.666 3.379 27.208
C -5.391 8.217 23.432
O -4.599 7.549 22.527
O -4.705 9.464 23.538
C -6.903 8.012 23.019
F -7.134 6.726 22.838
F -7.856 8.451 23.874
F -7.310 8.536 21.835
C -4.115 6.258 22.953
C -3.260 5.621 21.871
H -3.476 5.949 20.854
H -2.222 5.901 22.049
H -3.400 4.541 21.908
H -4.841 5.467 23.142
H -3.551 6.293 23.885
H -5.283 7.795 24.432
C -7.191 7.986 33.435
O -7.816 8.225 34.716
O -6.678 6.689 33.490
C -8.256 8.403 32.301
F -9.215 9.194 32.723
F -7.795 9.000 31.291
F -8.906 7.285 31.886
C -6.895 8.545 35.824
C -7.607 8.419 37.139
H -7.818 9.392 37.582
H -8.442 7.719 37.170
H -6.985 7.876 37.851
H -6.549 9.579 35.815
H -5.992 7.938 35.887
H -6.417 8.751 33.372
C -20.988 8.120 26.113
O -19.831 8.287 26.923
O -20.636 8.806 24.936
C -21.653 6.755 26.281
F -22.009 6.580 27.509
F -22.850 6.700 25.655
F -20.961 5.628 25.804
C -19.969 8.588 28.318
C -18.617 9.051 28.931
H -18.024 8.196 29.256
H -17.896 9.570 28.300
H -18.884 9.687 29.775
H -20.332 7.681 28.802
H -20.679 9.360 28.614
H -21.720 8.737 26.635
C -17.109 14.414 28.064
O -17.885 14.144 29.197
O -17.654 15.579 27.432
C -15.589 13.970 28.188
F -14.986 14.328 29.357
F -15.443 12.640 28.056
F -14.834 14.487 27.137
C -17.684 12.926 29.936
C -18.622 12.994 31.157
H -18.316 13.860 31.745
H -19.653 13.147 30.838
H -18.512 12.010 31.612
H -16.676 12.832 30.341
H -18.021 12.111 29.295
H -17.473 13.600 27.436

energy: -7407.474878 Eh
total charge: +2
Kohn-Sham gap: 2.7184 eV
highest occupied orbital energy: -7.6 eV

A gas-phase ion, C2H3O3Si (charge -1) in a non-equilibrium geometry. Source: the OMol25 dataset; level of theory: wB97M-V/def2-TZVPD.

Geometry (Å):
O 2.078 -0.351 -1.619
C 0.853 -0.200 -1.470
C -0.079 0.788 -1.252
O -0.793 1.217 -2.181
O -0.504 0.832 0.120
Si -0.324 -0.228 1.231
H -0.698 0.270 2.582
H 0.837 -1.037 1.304
H -1.369 -1.291 1.286

energy: -593.205627 Eh
SMILES string: O=C=C([O-])O[SiH3]
total charge: -1
Kohn-Sham gap: 6.0840 eV
highest occupied orbital energy: -2.3 eV
energy above the lowest of the compared OMol25 structures with the same formula, charge and spin: 108.5 kJ/mol

A molecular structure, CuH46O23 in a non-equilibrium geometry. Source: the OMol25 dataset; level of theory: wB97M-V/def2-TZVPD.

Geometry (Å):
Cu -0.416 0.418 -0.063
O -0.884 2.133 -3.976
H -0.007 1.756 -4.047
H -0.733 3.050 -3.746
O -1.735 0.146 -2.008
H -1.396 -0.724 -2.219
H -1.770 0.600 -2.849
O -2.626 2.578 0.625
H -3.196 2.280 -0.084
H -3.121 2.397 1.424
O 3.985 1.207 -2.737
H 3.183 1.242 -3.259
H 4.679 1.038 -3.374
O -0.660 2.459 4.096
H -1.118 3.240 3.785
H 0.068 2.800 4.616
O -4.533 1.130 -1.139
H -3.853 0.507 -1.395
H -5.073 0.652 -0.510
O 4.252 1.173 -0.168
H 4.226 1.312 -1.115
H 5.184 1.149 0.045
O 2.451 -0.044 4.049
H 2.341 0.532 3.293
H 1.699 -0.635 4.012
O 0.554 2.534 -0.409
H 1.046 2.842 -1.170
H 0.194 3.330 -0.018
O 1.685 3.451 -2.945
H 1.590 4.397 -3.055
H 1.504 3.089 -3.812
O -1.346 -1.576 3.684
H -0.533 -2.081 3.709
H -1.657 -1.577 4.589
O 2.977 -1.927 -2.023
H 3.422 -1.100 -2.203
H 3.388 -2.555 -2.617
O 0.242 -4.528 -1.920
H 0.303 -3.853 -1.244
H 0.000 -5.322 -1.444
O 2.725 1.770 1.949
H 3.384 1.611 1.273
H 1.991 2.165 1.480
O -0.394 -1.900 -3.191
H 0.209 -2.638 -3.105
H -0.440 -1.736 -4.133
O 2.943 -2.647 2.495
H 2.623 -1.902 1.986
H 2.341 -2.707 3.236
O 1.516 -1.272 0.366
H 1.144 -2.153 0.410
H 2.059 -1.281 -0.422
O -0.108 -3.520 0.928
H -0.890 -4.062 1.031
H 0.622 -4.120 1.081
O -4.260 -1.461 1.818
H -4.845 -0.898 1.311
H -4.620 -2.342 1.709
O -3.495 -2.471 -1.860
H -2.987 -2.233 -1.085
H -3.033 -3.223 -2.229
O -0.670 0.580 2.242
H -0.409 1.264 2.858
H -0.886 -0.171 2.794
O -1.006 4.579 0.563
H -1.710 3.931 0.575
H -0.831 4.760 1.487
O -1.830 -1.619 0.352
H -1.147 -2.267 0.525
H -2.311 -1.552 1.177

energy: -3398.422517 Eh
total charge: +1
Kohn-Sham gap: 7.9943 eV
highest occupied orbital energy: -10.9 eV